Entry 1:
ORCA calculation (wB97M-V/def2-TZVPD) on a 2-piece molecular cluster, C4H12 overall.

Summary:
Multiplicity   2
Energy relative to the best compared isomer or geometry (same formula, charge and spin)   1.387 eV
Expectation value of S²   0.754
LUMO energy (alpha / beta)   -3.5 / -11.5 eV
Charge   +1

```
16
C4H12 (wB97M-V/def2-TZVPD)
C 1.885 1.012 -0.265
C 1.910 2.187 -1.116
H 2.225 0.153 -0.800
H 2.642 0.918 0.483
H 0.927 0.939 0.193
H 2.677 2.428 -1.846
H 1.095 2.206 -1.858
H 1.875 3.047 -0.419
C -2.160 -1.049 1.099
C -1.596 -2.163 0.368
H -3.170 -1.001 0.999
H -1.766 -0.877 2.138
H -2.108 -0.085 0.540
H -0.458 -2.457 0.271
H -2.071 -2.115 -0.638
H -1.907 -3.143 0.850
```

---

Entry 2:
ORCA calculation (wB97M-V/def2-TZVPD) on a 2-piece molecular cluster, C4H12 overall.

Summary:
Multiplicity   2
Energy relative to the best compared isomer or geometry (same formula, charge and spin)   0.821 eV
Expectation value of S²   0.753
LUMO energy (alpha / beta)   -3.3 / -11.5 eV
Charge   +1

```
16
C4H12 (wB97M-V/def2-TZVPD)
C -0.695 2.069 1.244
C 0.574 1.217 1.635
H -0.986 2.662 2.110
H -0.298 2.843 0.584
H -1.478 1.438 0.849
H 0.855 1.175 2.680
H 1.351 1.510 0.939
H 0.301 0.158 1.374
C -0.179 -1.791 -0.745
C 0.181 -1.420 -2.116
H -0.935 -1.196 -0.200
H -0.487 -2.829 -0.742
H 0.681 -1.668 -0.009
H 1.187 -1.809 -2.450
H 0.379 -0.362 -2.338
H -0.449 -1.996 -2.815
```

---

Entry 3:
ORCA calculation (wB97M-V/def2-TZVPD) on a 2-piece molecular cluster, C4H12 overall.

Summary:
Multiplicity   2
Energy relative to the best compared isomer or geometry (same formula, charge and spin)   0.401 eV
Expectation value of S²   0.753
LUMO energy (alpha / beta)   -3.1 / -11.3 eV
Charge   +1

```
16
C4H12 (wB97M-V/def2-TZVPD)
C -0.979 1.070 1.213
C -0.635 -0.112 1.977
H -0.204 1.609 0.677
H -1.843 0.821 0.538
H -1.439 1.881 1.872
H 0.038 -0.779 1.397
H 0.158 0.144 2.755
H -1.465 -0.682 2.368
C 0.453 0.102 -1.978
C 1.191 -0.992 -1.270
H -0.614 -0.082 -1.730
H 0.678 1.107 -1.631
H 0.545 0.029 -3.062
H 2.236 -1.250 -1.510
H 0.741 -1.991 -1.427
H 1.138 -0.875 -0.188
```

---

Entry 4:
ORCA calculation (wB97M-V/def2-TZVPD) on a 2-piece molecular cluster, C4H12 overall.

Summary:
Multiplicity   2
Energy relative to the best compared isomer or geometry (same formula, charge and spin)   0.849 eV
Expectation value of S²   0.754
LUMO energy (alpha / beta)   -2.9 / -10.9 eV
Charge   +1

```
16
C4H12 (wB97M-V/def2-TZVPD)
C 0.743 -1.105 0.781
C 2.072 -0.440 1.344
H 0.944 -1.249 -0.291
H 0.432 -1.941 1.380
H 0.045 -0.322 1.091
H 1.863 0.759 1.297
H 2.897 -0.516 0.648
H 2.366 -0.667 2.347
C -1.100 0.871 -1.706
C -1.722 0.511 -0.416
H -0.682 1.901 -1.724
H -0.219 0.288 -2.074
H -1.844 0.897 -2.498
H -2.804 0.357 -0.498
H -1.684 1.183 0.434
H -1.308 -0.526 -0.116
```

---

Entry 5:
ORCA calculation (wB97M-V/def2-TZVPD) on a 2-piece molecular cluster, C4H12 overall.

Summary:
Multiplicity   2
Energy relative to the best compared isomer or geometry (same formula, charge and spin)   0.229 eV
Expectation value of S²   0.753
LUMO energy (alpha / beta)   -3.1 / -10.8 eV
Charge   +1

```
16
C4H12 (wB97M-V/def2-TZVPD)
C -0.883 -0.717 -1.088
C -2.334 -0.277 -1.329
H -0.687 -0.856 -0.017
H -0.690 -1.685 -1.571
H -0.177 -0.009 -1.540
H -2.368 0.565 -2.012
H -2.822 0.031 -0.406
H -2.915 -1.089 -1.768
C 1.460 0.870 0.585
C 1.759 0.272 1.860
H 0.647 1.607 0.687
H 2.343 1.257 0.081
H 0.948 0.130 -0.148
H 2.729 0.556 2.302
H 2.044 -0.846 1.779
H 0.944 0.191 2.586
```

---

Entry 6:
ORCA calculation (wB97M-V/def2-TZVPD) on C4H12AgBO as an isolated structure.

Summary:
Energy relative to the best compared isomer or geometry (same formula, charge and spin)   0.000 eV
LUMO energy   -2.5 eV

```
19
C4H12AgBO (wB97M-V/def2-TZVPD)
C -1.650 0.069 -0.051
C -0.485 -0.771 -0.567
C 0.019 -0.214 -1.910
C 0.644 -1.024 0.439
B 1.427 0.257 1.152
O 1.157 1.629 0.520
H -2.534 -0.075 -0.664
H -1.878 -0.166 0.989
H -1.386 1.125 -0.202
H -0.922 -1.744 -0.793
H 1.095 -0.299 -1.988
H -0.419 -0.787 -2.724
H -0.286 0.816 -2.051
H 1.362 -1.651 -0.081
H 0.223 -1.633 1.240
H 2.631 0.041 1.099
H 1.092 0.320 2.359
H 0.885 2.086 1.303
Ag -0.975 2.021 1.930
```

---

Entry 7:
ORCA calculation (wB97M-V/def2-TZVPD) on a 2-piece molecular cluster, C4H12BNO overall.

Summary:
Energy relative to the best compared isomer or geometry (same formula, charge and spin)   5.435 eV
LUMO energy   0.1 eV

```
19
C4H12BNO (wB97M-V/def2-TZVPD)
B 1.933 -0.091 -0.188
C 2.951 0.973 0.337
C -1.424 -0.870 0.971
C -2.586 0.827 -0.548
C -1.248 0.105 -0.280
N 1.770 -1.223 -0.911
O -0.291 0.983 -0.162
H 3.828 1.026 -0.234
H 3.230 0.830 1.484
H 2.458 1.846 0.396
H -1.579 -2.013 0.750
H -0.364 -0.881 1.492
H -2.138 -0.655 1.729
H -3.371 0.210 -0.593
H -2.551 1.361 -1.401
H -2.899 1.455 0.318
H -0.944 -0.559 -1.221
H 2.449 -1.935 -0.817
H 0.778 -1.389 -1.121
```

---

Entry 8:
ORCA calculation (wB97M-V/def2-TZVPD) on C4H12BrCdO2 as an isolated structure.

Summary:
LUMO energy   -9.1 eV
Charge   +1

```
20
C4H12BrCdO2 (wB97M-V/def2-TZVPD)
Cd 3.771 1.484 4.043
Br 2.078 0.520 2.327
C 0.937 -3.093 -1.802
C 1.142 -1.861 -0.912
O 1.202 -2.126 0.469
H 0.011 -3.563 -1.473
H 1.767 -3.796 -1.727
H 0.836 -2.834 -2.856
H 0.406 -1.083 -1.116
H 2.108 -1.448 -1.201
H 1.583 -1.401 0.971
C -2.519 2.649 -0.139
C -1.557 1.742 0.746
O -0.212 2.001 0.390
H -2.344 3.724 -0.100
H -3.550 2.507 0.185
H -2.484 2.353 -1.187
H -1.757 0.699 0.501
H -1.754 1.912 1.804
H 0.337 1.613 1.076
```

---

Entry 9:
ORCA calculation (wB97M-V/def2-TZVPD) on C4H12BrO2 as an isolated structure.

Summary:
Energy relative to the best compared isomer or geometry (same formula, charge and spin)   3.228 eV
LUMO energy   3.9 eV
Charge   -1

```
19
C4H12BrO2 (wB97M-V/def2-TZVPD)
Br 2.750 5.277 2.855
C 3.551 7.468 0.416
C 2.681 8.230 1.409
O 3.179 8.126 2.744
H 3.389 6.396 0.521
H 4.579 7.609 0.749
H 3.286 7.688 -0.619
H 1.626 7.959 1.399
H 2.654 9.303 1.219
H 3.120 7.190 2.950
C -0.223 4.547 -0.094
C -0.103 5.243 1.263
O 0.796 4.446 1.977
H -0.865 5.045 -0.821
H -0.601 3.537 0.065
H 0.811 4.552 -0.439
H -1.059 5.265 1.787
H 0.173 6.295 1.201
H 1.658 4.865 1.935
```

---

Entry 10:
ORCA calculation (wB97M-V/def2-TZVPD) on C4H12ClInO5PS as an isolated structure.

Summary:
LUMO energy   2.6 eV
Charge   -1

```
25
C4H12ClInO5PS (wB97M-V/def2-TZVPD)
O 4.399 -3.770 0.177
In 3.198 -2.147 0.372
Cl 3.726 -0.655 -1.478
P 0.765 -2.882 -0.084
O 0.411 -4.116 0.920
O -0.348 -1.775 0.309
S 0.433 -3.395 -1.939
H 3.861 -4.552 0.024
H 3.433 -1.293 1.865
H -0.472 -4.448 0.698
H -0.198 -1.402 1.190
O 0.480 0.736 1.299
C -0.176 1.487 0.636
O -1.309 2.012 1.176
C -2.099 2.976 0.482
C -3.080 2.331 -0.475
C 0.188 1.772 -0.802
H -1.462 3.704 -0.022
H -2.631 3.507 1.272
H -2.566 1.787 -1.266
H -3.713 3.092 -0.935
H -3.715 1.626 0.061
H -0.248 0.978 -1.411
H 1.268 1.692 -0.889
H -0.143 2.736 -1.181
```

---

Entry 11:
ORCA calculation (wB97M-V/def2-TZVPD) on a 3-piece molecular cluster, C4H12ClO4 overall.

Summary:
Energy relative to the best compared isomer or geometry (same formula, charge and spin)   1.766 eV
LUMO energy   2.5 eV
Charge   -1

```
21
C4H12ClO4 (wB97M-V/def2-TZVPD)
Cl -0.552 1.741 -2.225
C 5.092 3.483 3.398
C 4.468 2.622 2.246
O 3.193 2.097 2.535
O 4.146 3.834 4.467
H 5.567 4.351 2.941
H 5.981 2.985 3.785
H 5.062 1.724 2.077
H 4.432 3.080 1.258
H 2.626 2.333 1.798
H 4.687 4.228 5.155
C -4.061 -4.071 -2.684
C -5.306 -3.153 -2.805
O -5.213 -2.015 -3.704
O -3.067 -3.420 -1.876
H -3.571 -4.393 -3.603
H -4.459 -4.943 -2.166
H -5.449 -2.717 -1.816
H -6.128 -3.791 -3.128
H -4.704 -1.315 -3.287
H -2.743 -2.659 -2.363
```

---

Entry 12:
ORCA calculation (wB97M-V/def2-TZVPD) on C4H12F2NaO2S2 as an isolated structure.

Summary:
Energy relative to the best compared isomer or geometry (same formula, charge and spin)   1.630 eV
LUMO energy   2.1 eV
Charge   -1

```
23
C4H12F2NaO2S2 (wB97M-V/def2-TZVPD)
Na 0.408 -1.283 -1.420
F -0.101 -3.470 -0.719
F 0.225 -1.910 -3.655
C 4.414 -0.264 1.575
S 3.095 -1.192 0.611
O 2.492 -0.316 -0.455
C 1.919 -1.398 1.955
H 3.814 0.351 2.246
H 5.146 0.336 1.034
H 5.021 -0.950 2.167
H 1.373 -0.481 2.177
H 2.505 -1.846 2.758
H 1.154 -2.097 1.620
C -4.225 0.471 -1.078
S -2.516 0.843 -0.497
O -1.623 -0.027 -1.348
C -2.374 2.687 -0.889
H -4.386 0.542 -2.153
H -4.936 1.049 -0.488
H -4.246 -0.501 -0.585
H -3.017 3.348 -0.308
H -2.709 2.928 -1.898
H -1.433 3.182 -0.650
```

---

Entry 13:
ORCA calculation (wB97M-V/def2-TZVPD) on a 2-piece molecular cluster, C4H12IN2 overall.

Summary:
Energy relative to the best compared isomer or geometry (same formula, charge and spin)   1.068 eV
LUMO energy   -3.1 eV
Charge   +1

```
19
C4H12IN2 (wB97M-V/def2-TZVPD)
C 2.077 0.292 -1.091
C 0.851 1.109 0.934
C -2.645 -0.150 0.234
C 0.712 0.416 -0.370
N -2.166 -1.198 0.770
N 0.356 -0.990 -0.069
I -4.721 0.121 -0.166
H 2.169 -0.555 -1.758
H 2.935 0.221 -0.374
H 2.272 1.178 -1.648
H -0.202 1.508 1.105
H 1.410 2.097 0.857
H 1.114 0.423 1.731
H -0.010 0.934 -1.032
H -0.448 -1.032 0.692
H -2.908 -1.896 0.932
H -1.894 0.576 -0.067
H 1.138 -1.641 0.167
H -0.040 -1.413 -0.845
```